Record 1
# C30H42BeN2O2P2

C30H42BeN2O2P2 as an isolated structure at a distorted geometry (wB97M-V/def2-TZVPD, the Open Molecules 2025 dataset).

Values from the calculation:
* net charge: 0
* E_HOMO: -0.2945 Eh

Last column: Mulliken charge in e.
Atoms and positions in Å:
P (-4.758, -2.126, -3.159)  0.786
P (-5.012, -2.585, -0.061)  0.787
C (-6.082, -3.315, -2.570)  -1.077
C (-6.491, -3.034, -1.122)  -1.098
H (-5.670, -4.331, -2.676)  0.432
H (-6.945, -3.219, -3.245)  0.462
H (-7.194, -2.188, -1.065)  0.433
H (-6.972, -3.916, -0.674)  0.463
C (-4.694, -4.263, 0.638)  -1.409
H (-3.980, -4.160, 1.465)  0.368
H (-4.255, -4.908, -0.132)  0.334
H (-5.632, -4.701, 1.006)  0.422
C (-5.947, -1.891, 1.364)  -1.399
H (-6.731, -2.588, 1.690)  0.382
H (-6.393, -0.934, 1.062)  0.360
H (-5.237, -1.712, 2.183)  0.387
C (-4.252, -3.061, -4.660)  -1.383
H (-3.574, -2.426, -5.245)  0.395
H (-5.130, -3.331, -5.263)  0.387
H (-3.714, -3.967, -4.349)  0.349
C (-5.873, -0.910, -3.984)  -1.407
H (-6.407, -0.324, -3.226)  0.339
H (-6.590, -1.435, -4.630)  0.406
H (-5.254, -0.232, -4.586)  0.373
Be (1.221, 0.792, -0.346)  -0.292
C (-0.903, 0.332, 0.496)  -0.132
C (-0.346, -0.907, 0.393)  -0.395
C (-0.834, -2.013, -0.496)  -0.294
C (-0.157, -2.023, -1.878)  -0.738
C (0.065, -0.664, -2.463)  -0.433
C (-0.774, 0.379, -2.385)  -0.699
C (-2.125, 0.391, -1.749)  0.547
C (-2.097, 0.821, -0.270)  -1.120
C (1.971, 1.462, -1.843)  -1.379
H (-0.738, 0.885, 1.427)  0.793
H (0.344, -1.236, 1.183)  0.491
H (-1.929, -2.009, -0.605)  -0.497
H (-0.579, -2.966, -0.006)  0.562
H (0.832, -2.495, -1.779)  0.392
H (-0.728, -2.672, -2.565)  0.304
H (1.019, -0.574, -3.007)  0.550
H (-0.501, 1.359, -2.803)  0.364
H (-2.627, -0.578, -1.865)  -0.836
H (-2.741, 1.127, -2.288)  0.642
H (-2.095, 1.920, -0.211)  0.388
H (-3.037, 0.500, 0.211)  0.271
H (2.330, 2.495, -1.666)  0.298
H (1.320, 1.486, -2.739)  0.583
H (2.869, 0.860, -2.093)  0.315
O (0.794, 0.677, 2.843)  -0.723
C (1.838, 1.022, 2.305)  0.049
N (2.986, 1.389, 3.007)  -0.037
C (4.036, 1.894, 2.163)  3.806
C (3.522, 1.428, 0.800)  -1.217
O (4.239, 1.297, -0.195)  -0.669
N (2.191, 1.085, 0.942)  1.146
C (4.131, 3.411, 2.252)  -0.990
C (3.852, 4.229, 1.161)  -0.169
C (4.002, 5.617, 1.275)  -0.843
C (4.413, 6.182, 2.486)  -0.407
C (4.659, 5.357, 3.593)  -0.848
C (4.508, 3.971, 3.476)  0.157
C (5.328, 1.175, 2.437)  -0.707
C (6.567, 1.817, 2.411)  -0.130
C (7.733, 1.055, 2.551)  -0.925
C (7.649, -0.335, 2.699)  -0.398
C (6.397, -0.972, 2.717)  -0.846
C (5.238, -0.204, 2.598)  -0.235
H (2.903, 1.591, 3.999)  0.271
H (3.557, 3.789, 0.208)  0.549
H (3.799, 6.239, 0.403)  0.418
H (4.557, 7.263, 2.564)  0.375
H (4.977, 5.781, 4.549)  0.366
H (4.716, 3.324, 4.333)  0.367
H (6.602, 2.896, 2.251)  0.434
H (8.697, 1.571, 2.538)  0.380
H (8.564, -0.925, 2.803)  0.369
H (6.313, -2.055, 2.818)  0.383
H (4.258, -0.685, 2.600)  0.300

***

Record 2
# C24H30N2O9

A 2-piece molecular cluster, C24H30N2O9 overall at a distorted geometry (wB97M-V/def2-TZVPD, the Open Molecules 2025 dataset).

Values from the calculation:
* SMILES string: O=C1c2c(O)cc(O)cc2O[C@@H](c2ccc(O)c(O)c2)[C@@H]1O.CNC(=O)[C@H](CC(C)C)NC(C)=O
* net charge: 0
* E_HOMO: -0.3170 Eh

Last column: Mulliken charge in e.
Atoms and positions in Å:
O (4.146, -1.182, -3.732)  -0.881
C (3.702, -1.966, -2.891)  1.208
C (3.361, -3.338, -3.255)  0.072
C (3.547, -3.853, -4.546)  -0.054
O (4.041, -3.071, -5.543)  -0.648
C (3.231, -5.176, -4.823)  -0.894
C (2.738, -6.004, -3.825)  0.981
O (2.441, -7.304, -4.105)  -0.541
C (2.547, -5.499, -2.543)  -0.256
C (2.840, -4.167, -2.253)  -0.322
O (2.614, -3.730, -0.972)  -0.498
C (2.391, -2.314, -0.806)  -0.059
C (2.252, -1.977, 0.670)  -1.022
C (1.391, -0.939, 1.065)  -0.413
C (1.252, -0.599, 2.415)  -0.946
C (1.965, -1.300, 3.386)  0.417
O (1.845, -0.993, 4.709)  -0.615
C (2.827, -2.338, 3.015)  1.271
O (3.523, -3.019, 3.982)  -0.626
C (2.973, -2.669, 1.662)  -0.346
C (3.510, -1.480, -1.449)  0.153
O (3.198, -0.067, -1.421)  -0.486
H (4.202, -2.183, -5.148)  0.386
H (3.375, -5.563, -5.824)  0.447
H (2.091, -7.736, -3.312)  0.280
H (2.157, -6.127, -1.751)  0.319
H (1.448, -2.062, -1.306)  0.647
H (0.836, -0.387, 0.312)  0.444
H (0.594, 0.208, 2.719)  0.482
H (2.441, -1.602, 5.184)  0.326
H (4.105, -3.681, 3.571)  0.299
H (3.646, -3.470, 1.373)  0.323
H (4.442, -1.655, -0.904)  0.179
H (3.744, 0.397, -2.087)  0.351
C (-6.056, 5.917, 1.433)  -0.998
N (-5.054, 4.855, 1.370)  -0.040
C (-3.733, 5.054, 1.359)  -0.052
O (-3.247, 6.181, 1.386)  -0.686
C (-2.783, 3.836, 1.346)  -0.037
C (-2.497, 3.360, -0.095)  -1.307
C (-1.432, 2.255, -0.243)  1.145
C (-1.323, 1.845, -1.712)  -1.559
C (-0.050, 2.718, 0.227)  -1.385
N (-3.165, 2.698, 2.209)  -0.099
C (-4.254, 1.931, 2.128)  0.883
C (-4.389, 0.854, 3.177)  -1.334
O (-5.116, 2.052, 1.268)  -0.743
H (-7.053, 5.485, 1.524)  0.363
H (-5.859, 6.555, 2.297)  0.309
H (-6.006, 6.526, 0.529)  0.296
H (-5.373, 3.894, 1.302)  0.241
H (-1.843, 4.225, 1.740)  0.597
H (-3.430, 2.999, -0.531)  0.365
H (-2.180, 4.224, -0.681)  0.563
H (-1.724, 1.377, 0.333)  0.166
H (-0.579, 1.056, -1.824)  0.325
H (-1.032, 2.702, -2.321)  0.353
H (-2.286, 1.470, -2.059)  0.401
H (-0.061, 2.905, 1.299)  0.288
H (0.693, 1.949, 0.018)  0.316
H (0.235, 3.631, -0.297)  0.351
H (-2.545, 2.500, 2.977)  0.275
H (-3.516, 0.206, 3.146)  0.331
H (-4.477, 1.316, 4.159)  0.334
H (-5.285, 0.270, 2.968)  0.358

***

Record 3
# C4H9ClN3O

A 2-piece molecular cluster, C4H9ClN3O overall at a distorted geometry (wB97M-V/def2-TZVPD, the Open Molecules 2025 dataset).

Values from the calculation:
* net charge: +1
* E_HOMO (spin up / spin down): -0.4352 / -0.4352 Eh

Last column: Mulliken charge in e.
Atoms and positions in Å:
C (-1.170, -1.429, 0.272)  0.650
C (0.850, -0.179, -0.820)  -1.018
C (0.985, 1.171, -0.420)  0.997
C (-0.389, -2.118, 1.254)  -1.037
N (-2.251, -1.075, 0.044)  -0.010
N (0.163, 2.130, -0.990)  -0.398
N (1.937, 1.537, 0.356)  -0.380
O (-2.701, -0.059, -0.686)  -0.332
Cl (2.085, -1.372, -0.428)  -0.182
H (0.095, -0.602, -1.491)  0.556
H (-0.874, -2.967, 1.689)  0.382
H (-0.145, -1.370, 1.913)  0.344
H (0.695, -2.356, 0.801)  0.257
H (0.335, 3.091, -0.852)  0.172
H (-0.580, 1.856, -1.582)  0.189
H (2.363, 0.841, 0.962)  0.217
H (-3.535, 0.391, -0.347)  0.384
H (2.138, 2.509, 0.326)  0.208

***

Record 4
# C5H11N2S

A 2-piece molecular cluster, C5H11N2S overall at a distorted geometry (wB97M-V/def2-TZVPD, the Open Molecules 2025 dataset).

Values from the calculation:
* net charge: +1
* E_HOMO: -0.4776 Eh

Last column: Mulliken charge in e.
Atoms and positions in Å:
C (-1.588, 0.323, -0.933)  0.593
C (-2.592, -1.516, 0.442)  -0.707
C (1.508, 0.588, 0.102)  0.592
C (2.413, -0.539, -0.232)  -0.931
C (1.422, 1.392, 1.183)  -0.945
N (-1.556, -0.570, 0.019)  -0.109
N (0.523, 0.979, -0.886)  -0.524
S (-2.376, 1.141, -1.985)  -0.154
H (-2.066, -2.476, 0.838)  0.278
H (-3.222, -1.173, 1.293)  0.316
H (1.720, -1.457, -0.558)  0.265
H (3.054, -0.690, 0.654)  0.336
H (3.058, -0.106, -1.096)  0.304
H (2.051, 1.270, 2.033)  0.297
H (-3.397, -1.630, -0.385)  0.284
H (0.656, 2.195, 1.377)  0.228
H (-0.692, -0.454, 0.669)  0.275
H (0.650, 0.714, -1.789)  0.311
H (0.433, 2.010, -0.747)  0.288

***

Look up the net charge of the fourth one.
+1